(1)
Here is the molecule C24H34N2O6 from OMol25. Energies are from wB97M-V/def2-TZVPD.

```
66
Properties=species:S:1:pos:R:3:forces:R:3
C 0.6894 -2.3052 1.1194 -0.10 0.00 -0.12
C 3.4942 -3.2039 -4.4562 -0.12 0.13 0.59
H -3.4871 5.8080 4.7331 -0.02 0.05 0.06
C 1.1947 -2.4336 -3.8685 0.05 -0.05 0.17
H -2.8245 4.2332 0.6320 -0.10 -0.17 0.10
H 5.6453 -4.7373 -5.7035 0.07 -0.02 0.03
H -2.0669 -2.1601 -0.8230 -0.06 0.00 -0.10
C -1.7946 2.4766 1.3721 -0.19 -0.26 0.14
H 2.7397 -3.0165 -2.4913 0.05 -0.03 -0.16
H 1.9413 -5.2817 -4.3430 0.02 -0.03 0.03
H 4.6871 -2.6363 -6.5874 -0.14 -0.12 -0.08
C -0.1966 -2.6429 0.0997 -0.15 0.03 0.21
C -2.7132 5.4988 2.7102 -0.23 0.28 0.31
C -1.9522 1.4731 2.5185 -0.14 0.47 -0.03
H -2.8795 0.8944 2.3885 0.10 0.03 0.01
H -1.0700 2.7459 4.0015 0.04 0.02 0.01
H -2.5252 -0.2488 0.6018 -0.06 0.08 0.02
C 4.1337 -3.5747 -6.6964 0.48 0.06 -0.25
C -2.7629 6.2346 4.0424 0.40 -0.09 0.00
H -3.8991 2.9612 1.2720 0.01 0.03 -0.02
C -1.6118 -0.8019 0.7545 -0.17 0.29 0.18
H 0.1769 -5.7237 -2.3476 -0.04 0.10 -0.17
O 3.1460 -3.6496 -5.6664 -0.30 -0.17 -0.12
H 3.5686 -3.5690 -7.6307 0.06 0.04 0.12
C 0.4448 -1.2158 1.9247 -0.11 0.18 0.04
H 1.0066 5.1922 5.0075 -0.01 -0.02 0.03
C 0.2400 4.9596 5.7569 0.12 0.03 0.04
H 1.1294 -0.9379 2.7102 0.09 0.03 0.09
H -3.1174 3.8337 4.7441 -0.09 -0.05 -0.07
C -3.1420 3.2812 3.8095 0.15 -0.15 0.35
N -2.9762 4.1726 2.6865 -0.12 -0.32 -0.20
O -2.4627 6.1157 1.6895 0.19 0.31 -0.18
C 5.0886 -4.7579 -6.6370 -0.30 0.24 0.14
C 1.8569 -4.7971 -3.3701 -0.14 0.04 0.12
O 0.2214 -4.9545 -0.2094 0.17 -0.18 0.23
H 5.7886 -4.7028 -7.4656 0.09 -0.02 -0.10
H -0.6362 6.5974 3.9439 -0.07 0.00 0.07
O -0.8427 0.5956 2.6131 0.13 -0.13 0.07
H -4.1127 2.7765 3.7119 0.03 0.05 0.08
H -0.8273 -2.1480 -3.1491 0.08 0.08 0.06
C 0.0695 -3.8605 -0.7231 -0.15 0.08 0.00
O -1.0474 5.0076 5.1996 -0.29 -0.05 -0.13
C -1.3508 -1.8893 -0.0609 0.28 -0.20 0.02
H 1.5510 -1.4198 -4.0553 -0.06 0.02 -0.06
H 0.7566 -2.8131 -4.7923 -0.01 0.04 -0.04
C -1.3796 6.2803 4.6911 -0.09 0.26 0.03
N 0.0988 -3.6861 -2.0689 0.01 -0.07 -0.09
H 2.4733 -5.3447 -2.6572 0.00 -0.05 -0.02
H 1.5739 -2.9054 1.2691 0.08 -0.07 0.04
H 4.5363 -5.6926 -6.6995 -0.02 -0.10 -0.04
C 0.3882 -4.8193 -2.9196 0.05 -0.42 0.02
H 0.3393 5.6665 6.5900 0.01 -0.04 -0.01
H -0.8456 3.0007 1.4968 0.05 0.01 -0.01
C -2.9435 3.4809 1.4133 0.18 0.08 -0.38
C 0.1579 -2.4040 -2.7364 -0.06 0.43 -0.18
C -0.7083 -0.4451 1.7514 0.17 -0.20 -0.08
H -3.0553 7.2600 3.8112 -0.02 -0.11 -0.03
O 4.5649 -2.7208 -4.1984 0.21 0.04 -0.06
H 0.3844 3.9451 6.1235 0.09 0.03 0.03
C 2.3574 -3.3456 -3.4625 0.06 0.01 -0.27
H 0.4293 -1.6400 -2.0044 -0.05 -0.07 -0.16
H -2.1844 1.5447 4.6617 0.00 -0.04 0.04
H -1.3764 7.0181 5.5097 0.01 -0.08 -0.11
C -2.0211 2.2402 3.8383 -0.15 -0.22 -0.21
H -1.7779 1.9687 0.4070 0.02 0.01 -0.02
H -0.2827 -4.7780 -3.7825 0.02 -0.03 0.02
```
Forces are in eV/Å.

Structure (SMILES) = CCOC(=O)C1CCN(C(=O)c2ccc(OC3CCN(C(=O)CCOC)CC3)cc2)CC1
Largest force on an atom = 0.0119 Eh/bohr
Relative energy (zero: lowest compared OMol25 entry of this formula, charge and spin) = 13.3 kJ/mol
Calculated total energy = -40706.017 eV
Orbital gap = 9.21 eV
HOMO level = -8.57 eV
LUMO = 0.64 eV


(2)
Here is a structure of composition C24H35AsF5N4PdSeSi2Te from OMol25. Energies are from wB97M-V/def2-TZVPD.

```
74
Properties=species:S:1:pos:R:3:forces:R:3
C -0.1608 -5.1264 1.9949 -0.01 0.00 0.00
C 1.3246 3.3710 1.3814 0.01 0.01 -0.08
H 0.0208 -3.6897 -4.4714 0.02 0.00 0.01
C 2.0243 -3.0502 -1.9472 -0.04 -0.02 0.02
H 3.6637 4.3321 2.0638 0.00 0.00 0.00
H -2.4565 1.2330 -3.1608 0.01 0.00 0.00
C 2.1692 2.7262 4.5708 -0.01 -0.01 0.02
H 2.3773 3.4741 5.3362 0.00 0.00 -0.01
F -6.4388 1.0135 -1.1682 0.00 0.00 0.00
H 0.0092 -6.5808 3.5615 0.00 0.00 0.00
H 3.1602 4.9665 3.6405 0.00 0.00 0.00
H 1.2237 -2.5140 -4.9983 0.00 0.03 0.00
H 1.7258 0.9974 -5.6810 0.00 0.01 0.00
F -4.2160 -2.4152 1.1504 0.01 -0.03 0.01
H 0.2180 1.3196 -6.5377 0.00 0.01 0.01
C 0.6592 4.2132 3.4940 -0.01 0.01 0.01
H 1.7694 -3.8198 -1.2161 -0.05 0.00 0.01
C -5.3494 -0.7100 -0.0036 0.02 0.01 -0.01
Si 0.5215 -2.1596 -2.6352 0.04 -0.03 -0.10
C -1.1053 -2.4978 -1.7611 -0.02 -0.01 -0.03
C 0.6606 0.7629 -5.7074 -0.01 -0.02 0.02
C 1.8532 -3.7556 3.3341 0.01 -0.02 -0.02
H 0.3105 3.5110 1.0078 -0.04 -0.01 0.00
C 2.8397 1.8819 2.4635 0.06 0.01 -0.11
H -2.4793 1.1753 -4.9231 -0.02 0.00 0.01
C 0.3004 -3.9218 1.4903 -0.05 0.04 0.01
H 1.1046 3.3683 -3.7464 0.00 -0.01 -0.01
C -5.3332 0.5347 -0.6188 0.01 -0.02 0.00
H 2.5496 -3.5411 -2.7688 0.01 0.00 0.01
H -0.3628 4.3425 3.1321 0.00 0.00 0.00
N 1.5931 4.3917 2.3779 0.01 -0.03 0.01
H -0.9416 -5.6638 1.4730 0.00 0.00 0.00
C 0.3009 -2.6330 -4.4289 0.00 0.03 -0.01
C -4.1569 1.2569 -0.6546 0.00 -0.02 0.00
H -0.1228 -3.5248 0.5800 0.01 0.01 0.00
H -1.0732 -2.3404 -0.6833 0.05 0.03 -0.07
F -4.1608 2.4391 -1.2600 -0.01 0.01 0.01
Se -1.4125 1.7985 -0.1812 0.08 -0.18 0.05
N 0.7887 2.8866 4.1056 0.02 0.00 -0.04
C -4.1926 -1.2243 0.5670 -0.01 0.02 -0.03
H 2.7266 -2.3604 -1.4773 0.00 -0.01 0.00
Si -0.1677 1.2738 -4.1201 0.13 0.23 0.02
H 3.5334 2.0016 1.6282 0.00 -0.04 0.00
As 0.8158 0.1641 -2.2647 -0.12 -0.41 0.20
C 0.5223 1.8864 3.0889 -0.03 0.05 0.05
Pd 0.4623 0.1786 0.3440 0.05 0.81 -0.03
H 0.5507 -0.2984 -5.9202 0.00 -0.02 -0.01
C 1.3091 -3.2317 2.1590 -0.02 -0.01 0.03
H 2.6454 -3.2299 3.8520 0.01 -0.01 -0.01
H 2.9767 0.8921 2.8965 -0.03 -0.03 0.04
H 0.8605 4.9734 4.2490 0.00 0.00 0.00
C 2.9550 4.2083 2.8845 0.01 0.02 0.00
C 0.0497 3.1018 -3.8276 -0.05 0.00 0.03
Te 2.1296 -1.4417 1.4796 0.20 -0.10 -0.01
C -2.9755 0.7678 -0.0909 0.01 -0.10 0.03
H 1.7966 -5.3583 4.7509 0.00 0.01 0.00
F -6.4658 -1.4097 0.0369 -0.02 -0.01 0.00
C 1.3772 -4.9551 3.8390 0.00 0.01 -0.01
H -0.4552 3.4220 -2.9140 0.01 0.00 0.00
C -3.0276 -0.4887 0.5169 -0.06 0.06 -0.03
H 2.0251 3.4756 0.5504 -0.01 -0.02 0.00
F -1.9389 -1.0164 1.0837 -0.01 0.02 0.06
C 0.3738 -5.6410 3.1690 0.00 -0.01 0.01
H -0.3752 3.6714 -4.6579 0.00 -0.01 -0.01
C -1.9737 0.7885 -4.0333 0.01 0.00 -0.05
H 0.6184 0.8865 3.5196 0.02 0.01 0.00
N 3.1301 2.8802 3.4757 -0.02 -0.01 -0.03
H -1.4331 -3.5224 -1.9589 0.01 -0.01 0.04
H -1.8685 -1.8261 -2.1643 -0.02 -0.02 -0.02
N 1.4522 1.9944 1.9312 -0.19 -0.19 0.02
H 2.2845 1.7341 5.0118 0.00 0.00 0.00
H -0.4993 2.0104 2.7226 0.01 -0.01 0.00
H -0.4892 -2.0685 -4.9255 -0.02 -0.01 0.01
H -2.1307 -0.2904 -4.0067 0.02 -0.01 -0.02
```
Forces are in eV/Å.

Largest force on an atom = 0.0157 Eh/bohr
Relative energy (zero: lowest compared OMol25 entry of this formula, charge and spin) = 54.1 kJ/mol
Multiplicity = 5
Calculated total energy = -197709.932 eV
Orbital gap (alpha / beta) = 8.20 / 5.21 eV
Total charge = +1
HOMO level (alpha / beta) = -10.23 / -10.97 eV
LUMO (alpha / beta) = -2.03 / -5.77 eV


(3)
Here is a structure of composition C24H35BF3N3O5Si2 in a non-equilibrium geometry from OMol25. Energies are from wB97M-V/def2-TZVPD.

```
73
Properties=species:S:1:pos:R:3:forces:R:3
H -2.8420 1.6243 3.6629 0.03 0.16 -0.02
C -2.7865 4.3450 5.4172 0.00 -0.10 0.09
C 0.6145 3.0387 -3.2880 -0.02 0.00 0.01
O -2.3867 0.0428 2.4764 0.20 1.64 0.50
H -0.1378 4.9617 -2.6931 0.00 0.00 0.00
H -2.0400 -2.1977 3.8040 0.03 0.23 0.32
C -5.4520 -0.9646 -0.1386 0.33 -0.37 -0.05
C -0.6188 2.0331 -1.0950 -0.04 -0.14 0.10
F 4.0208 -4.6199 1.7527 1.29 -0.69 -0.67
O 5.1552 -0.1151 0.3768 -0.17 -0.53 0.77
H 5.2707 1.8692 1.5972 -0.19 0.20 0.11
C -2.5468 4.9392 3.1265 0.01 0.04 -0.08
C 0.0442 -3.5828 1.8228 0.89 0.27 0.14
H -2.4245 5.6771 2.3430 0.00 0.01 0.01
C -2.6011 -1.0666 2.1186 -0.37 -0.91 -0.33
H 1.1835 0.9780 -3.5647 0.04 0.06 -0.03
H 6.1653 1.4406 3.0532 0.17 0.07 0.30
C -0.4488 -2.2223 2.2864 -0.62 -0.12 0.44
H 2.5858 -0.2596 -1.4014 -0.16 -0.07 0.00
H -0.6868 0.5315 -7.9559 0.00 -0.01 0.00
H -2.5801 6.3719 4.7351 0.00 -0.01 0.02
N -2.8607 3.0435 5.1431 0.00 0.17 -0.11
O 5.6244 -2.4632 0.0859 -0.45 0.03 0.75
H -0.8354 1.0581 -5.5200 -0.01 -0.01 0.03
C -1.9374 -2.2461 2.7303 0.31 -0.44 -0.62
B 4.7942 -1.3538 -0.0422 0.20 -0.31 -0.46
C 3.0998 -3.8194 2.2660 -0.90 0.17 -0.76
C -2.7782 2.6845 3.8597 -0.09 -0.09 0.24
Si 1.7159 -3.4410 0.9642 -1.71 0.09 0.23
H -1.0576 -0.8268 -3.9074 0.02 0.07 -0.01
Si 2.9632 -1.5731 -0.8340 -0.27 1.35 -0.58
F 3.7147 -2.7368 2.7332 0.83 1.28 0.21
H -0.6566 -4.0441 1.1385 -0.20 -0.09 -0.25
H -5.1293 -0.4979 1.9170 0.21 0.06 0.40
C -0.0858 3.9046 -2.4644 -0.01 0.09 -0.02
C -2.6323 5.3291 4.4531 0.00 0.00 -0.01
H 1.7816 -4.4927 -0.0657 0.39 0.05 -0.08
H 1.1234 3.3956 -4.1733 0.01 -0.02 0.00
O -3.4263 -1.3403 1.0874 -0.34 -0.66 0.45
C 0.6491 1.6946 -2.9491 0.06 -0.16 -0.02
H -4.8827 -1.6553 -0.7490 0.10 -0.14 -0.20
H -1.2748 4.0354 -0.6734 0.00 -0.01 0.02
H -2.5560 3.2430 1.7983 0.00 -0.05 0.01
H 2.9385 -2.5327 -1.9583 -0.19 -0.31 0.18
H -4.2601 0.5406 0.7888 0.33 0.29 0.15
C -0.9946 -1.0139 -4.9748 -0.01 -0.07 0.15
N 0.0484 1.1859 -1.8761 -0.09 0.10 -0.03
H 7.0520 -0.3789 1.1435 0.15 -0.49 0.10
H -1.0954 1.5900 -0.2261 -0.02 0.05 0.03
H -2.8545 4.6050 6.4685 0.00 0.06 -0.02
H 7.0157 1.8349 1.5351 0.25 0.30 0.08
H 5.6939 -2.7156 1.0202 0.45 -0.12 -0.26
C -2.6200 3.5908 2.8208 0.00 0.06 0.04
H -0.3279 -1.4697 1.5188 0.10 0.08 -0.28
H 0.1477 -4.2412 2.6822 -0.08 -0.25 0.08
C -0.8361 -1.5856 -7.6199 0.00 0.01 0.01
F 2.6442 -4.4504 3.3344 -0.84 -0.72 1.18
H -0.7748 -1.8607 -8.6640 0.00 -0.02 0.01
H 5.7142 -0.7349 2.2880 -0.05 -0.28 0.09
C -0.7873 -0.2596 -7.2233 0.01 0.06 -0.05
N -1.0445 -2.2944 -5.3386 0.00 0.08 -0.09
H -6.3253 -1.4966 0.2157 -0.17 -0.09 0.12
C -0.7175 3.3942 -1.3428 0.02 -0.02 -0.03
C -0.8689 0.0360 -5.8730 0.00 -0.01 -0.01
C 6.0720 -0.0864 1.4980 0.22 1.23 -0.45
C -4.5613 -0.4754 0.9938 -0.60 0.25 -0.82
H -5.7714 -0.1624 -0.7856 -0.15 0.32 -0.08
O 1.8069 -1.9091 0.3604 1.06 -0.95 -0.39
C -0.9665 -2.5593 -6.6413 -0.01 -0.10 0.07
H 0.1203 -1.8711 3.1366 0.39 0.09 0.13
H -2.4286 -3.1561 2.4147 -0.06 -0.24 -0.22
C 6.1505 1.3640 1.9772 -0.29 -0.48 -0.47
H -1.0114 -3.6101 -6.9069 0.01 0.02 -0.06
```
Forces are in eV/Å.

Largest force on an atom = 0.0336 Eh/bohr
Calculated total energy = -64750.948 eV
Orbital gap = 10.05 eV
HOMO level = -9.43 eV
LUMO = 0.62 eV


(4)
Here is a structure of composition C24H35ClIrSe3Te from OMol25. Energies are from wB97M-V/def2-TZVPD.

```
65
Properties=species:S:1:pos:R:3:forces:R:3
C -6.3398 -1.5506 -0.2186 0.06 0.04 -0.04
H 3.8611 -2.9993 0.3321 -0.03 0.01 0.01
C -1.4034 2.3476 2.2677 -0.08 0.02 -0.04
H 2.8535 1.8010 -3.9450 -0.02 -0.02 0.02
H -7.1644 -1.1533 -0.7949 0.01 0.01 0.01
H 3.3593 -1.8492 1.5750 0.01 -0.01 -0.03
H -2.7116 0.2322 0.1655 0.09 -0.06 -0.09
C 1.4966 1.0576 -0.7945 -0.02 0.04 -0.21
C 2.4883 1.1062 -3.1845 0.01 -0.05 -0.04
H 4.0967 2.0454 -1.0915 -0.04 0.03 -0.02
H 1.6347 0.5668 -3.6038 0.02 0.01 0.01
H 1.4216 3.4335 -3.3099 -0.01 0.00 0.03
H -2.1615 1.9152 1.6117 0.01 -0.01 0.04
H 2.0910 -2.8001 -1.6600 0.01 0.02 0.00
H 2.9780 3.2949 -0.5470 0.01 -0.01 -0.02
C 3.0901 -2.2757 0.6058 0.01 -0.02 0.05
Se -1.8246 -3.4976 -2.9121 -0.15 -0.07 -0.01
H 2.1478 -2.8201 0.7086 0.02 0.03 0.00
H -2.0194 -1.1280 1.2500 0.07 -0.02 -0.08
C 3.0069 -1.2077 -0.4922 -0.10 0.02 -0.08
C -5.4606 -3.2798 1.2343 0.07 0.02 -0.01
Te -2.7871 -1.4292 -4.0026 -0.07 0.03 -0.02
H 2.3535 -1.3486 -2.5967 -0.01 0.03 -0.03
H -3.4148 -3.0685 1.8132 -0.04 0.01 0.00
H -0.9936 0.6235 4.4187 0.00 -0.01 -0.02
C 2.0749 1.8995 -1.9464 -0.10 -0.08 0.10
C 3.2784 2.6898 -1.4061 0.04 0.04 0.04
H 3.6538 3.3631 -2.1816 -0.01 -0.02 0.02
H 1.2499 2.9346 2.6887 -0.02 -0.02 0.01
H -1.8872 2.6142 3.2102 0.03 0.01 -0.02
H 1.6822 1.4393 3.5262 -0.03 0.01 0.00
H -5.6136 -4.2047 1.7735 0.00 0.01 0.00
H 0.0873 2.4808 -2.6655 -0.02 -0.01 -0.03
Ir -0.3271 -0.3763 -0.9456 0.39 -0.10 -0.34
H 3.2848 0.3941 -2.9860 -0.01 0.03 -0.01
H 0.1005 2.6299 -0.0751 -0.07 -0.06 -0.04
H 1.2904 -1.0501 1.8073 -0.05 -0.04 -0.08
Cl -8.0534 -3.5219 0.4918 0.06 0.02 -0.01
C -6.5091 -2.7265 0.5047 -0.03 -0.04 0.00
H 0.8701 3.7141 -1.6663 0.00 -0.03 -0.01
C 0.3731 0.8782 1.2466 -0.03 0.03 -0.03
Se -0.6653 -2.8572 -1.0798 0.12 0.26 0.19
H -1.0417 3.2710 1.8101 -0.01 -0.04 0.00
H 4.5132 0.0844 -1.4361 -0.01 -0.03 0.05
C -5.1190 -0.9112 -0.1938 -0.10 -0.01 -0.05
H 5.1642 -1.2570 -0.5058 -0.01 0.03 -0.02
Se -1.6020 0.4147 -2.9408 0.06 -0.04 0.21
H 4.5039 0.1550 0.3323 -0.01 -0.04 -0.02
C 4.3729 -0.5035 -0.5306 0.04 0.01 0.03
H -0.0065 -0.5500 3.5531 -0.01 0.02 0.00
C 2.7767 -1.9676 -1.8131 0.06 -0.05 0.03
H -4.9740 0.0008 -0.7616 -0.02 -0.01 0.03
C 0.5315 1.6541 0.0751 0.00 0.11 0.12
C -4.0377 -1.4244 0.5615 0.22 0.16 -0.10
C 1.0425 2.9381 -2.4136 0.05 0.07 0.00
H 0.4663 2.5229 4.2251 0.01 0.00 -0.02
C 0.8553 2.1124 3.2896 0.03 0.00 0.01
C -0.2623 1.3658 2.5331 0.08 -0.02 0.02
C -4.2401 -2.6399 1.2560 -0.06 -0.11 0.03
C -0.7611 0.2290 3.4270 0.01 -0.04 0.02
C 1.9029 -0.1933 -0.1530 0.10 -0.08 -0.03
H 3.7262 -2.3765 -2.1732 -0.04 0.02 0.02
C -2.8083 -0.7464 0.6225 -0.60 -0.08 0.29
C 1.1796 -0.2685 1.0736 0.07 0.05 0.19
H -1.6703 -0.2266 3.0364 0.02 0.01 -0.01
```
Forces are in eV/Å.

Largest force on an atom = 0.0130 Eh/bohr
Multiplicity = 6
Calculated total energy = -244147.552 eV
Orbital gap (alpha / beta) = 5.74 / 5.65 eV
HOMO level (alpha / beta) = -6.06 / -7.65 eV
LUMO (alpha / beta) = -0.32 / -1.99 eV


- Which of these has the lowest largest force on an atom?
  C24H34N2O6


- The lowest calculated total energy belongs to which entry?
  C24H35ClIrSe3Te


- Which value of largest force on an atom does entry 3 give?
  0.0336 Eh/bohr


- Which of these has the highest calculated total energy?
  C24H34N2O6